The following is a quantum chemistry calculation of a 2-piece molecular cluster, CH5IOSi overall at a distorted geometry, from the Open Molecules 2025 dataset.

Calculated values
E   -703.4785 a.u.
Maximum force   0.098 hartree/bohr
Orbital gap (alpha / beta)   7.843 / 7.836 eV
Energy above the lowest of the compared OMol25 structures with the same formula, charge and spin   77.45 kcal per mole
Highest occupied orbital energy (alpha / beta)   -8.536 / -8.527 eV
E_LUMO (alpha / beta)   -0.693 / -0.691 eV

Structure (ORCA input):
```
! wB97M-V def2-TZVPD RIJCOSX def2/J DEFGRID3
* xyz 0 1
C -0.763 0.822 -0.284
O 0.507 -1.907 -0.453
Si 0.574 -0.479 0.273
I 2.944 0.183 0.200
H -1.619 0.386 -0.856
H -1.137 1.147 0.584
H -0.348 1.749 -0.882
H -0.080 -2.002 -1.235
H -0.079 0.102 2.653
*
```

The following is a quantum chemistry calculation of one molecule with the formula CH5IOSi at a distorted geometry, from the Open Molecules 2025 dataset.

Calculated values
E   -703.3969 a.u.
Maximum force   0.082 hartree/bohr
Orbital gap (alpha / beta)   4.931 / 6.341 eV
Energy above the lowest of the compared OMol25 structures with the same formula, charge and spin   16.21 kcal per mole
Highest occupied orbital energy (alpha / beta)   -4.373 / -10.353 eV
E_LUMO (alpha / beta)   0.558 / -4.011 eV

Structure (ORCA input):
```
! wB97M-V def2-TZVPD RIJCOSX def2/J DEFGRID3
* xyz 0 3
C 0.845 0.980 0.383
O -0.283 -1.881 -0.307
Si -0.442 -0.204 -0.499
I -2.853 0.138 0.125
H 0.942 1.855 -0.123
H 0.408 1.139 1.309
H 1.836 0.630 0.635
H -0.035 -2.450 0.499
H -0.418 -0.207 -2.022
*
```

The following is a quantum chemistry calculation of a 2-piece molecular cluster, CH5IOSi overall at a distorted geometry, from the Open Molecules 2025 dataset.

Calculated values
E   -703.3523 a.u.
Maximum force   0.190 hartree/bohr
Orbital gap (alpha / beta)   6.459 / 7.054 eV
Energy above the lowest of the compared OMol25 structures with the same formula, charge and spin   44.20 kcal per mole
Highest occupied orbital energy (alpha / beta)   -6.383 / -9.839 eV
E_LUMO (alpha / beta)   0.076 / -2.785 eV

Structure (ORCA input):
```
! wB97M-V def2-TZVPD RIJCOSX def2/J DEFGRID3
* xyz 0 3
C 1.200 -0.756 -0.291
O 0.057 1.935 1.175
Si -0.404 -0.871 -0.982
I -2.396 -0.077 0.368
H 1.003 -0.517 0.787
H -0.749 1.826 1.433
H 1.877 -1.486 -0.725
H 0.442 1.553 0.369
H -1.029 -1.606 -2.133
*
```

The following is a quantum chemistry calculation of one molecule with the formula CH5N at a distorted geometry, from the Open Molecules 2025 dataset.

Calculated values
E   -95.8008 a.u.
Maximum force   0.083 hartree/bohr
Orbital gap   10.454 eV
Energy above the lowest of the compared OMol25 structures with the same formula, charge and spin   23.72 kcal per mole
Highest occupied orbital energy   -9.288 eV
SMILES   CN
E_LUMO   1.165 eV

Structure (ORCA input):
```
! wB97M-V def2-TZVPD RIJCOSX def2/J DEFGRID3
* xyz 0 1
C -0.009 0.162 -0.667
H 0.297 -0.840 -1.307
H -0.707 0.965 -0.948
H 1.024 0.631 -0.372
H -0.032 -1.100 1.013
H -0.072 0.377 1.515
N -0.501 -0.194 0.767
*
```